# 1
ORCA calculation (ωB97M-V with the def2-TZVPD basis set) on a structure of composition C29H34BF2N7Os in a non-equilibrium geometry.

Computed properties:
* spin multiplicity: 5
* total charge: +2
* lowest unoccupied orbital energy (spin up / spin down): -6.800 / -9.827 eV
* frontier orbital gap (spin up / spin down): 7.592 / 4.609 eV

```
74
Properties=species:S:1:pos:R:3:lowdin_spin:R:1
Os 0.3376 -0.3906 -0.0251 2.3918
C 1.8831 -3.0668 -0.0511 0.0264
C 3.3578 -2.6933 0.0187 0.0028
C 4.0097 -3.2727 1.2817 0.0019
C 3.5332 -1.2105 -0.0268 0.0125
C 4.7393 -0.5051 -0.0599 0.0042
C 4.3823 0.8293 -0.0643 0.0232
N 3.0479 0.9091 -0.0315 0.0080
N 2.5185 -0.3331 -0.0151 0.0349
B 2.1408 2.1414 -0.0575 0.0017
N 1.2739 2.0785 1.2274 -0.0007
C 1.2338 3.0025 2.1946 0.0164
C 0.5179 2.4982 3.2590 0.0078
C 0.1526 1.1986 2.8920 0.0183
N 0.6001 0.9719 1.6457 0.0429
C -0.5863 0.2386 3.7824 0.0017
C -2.0496 0.6826 3.9217 0.0005
C -0.4898 -1.2255 3.3638 0.0098
N 1.2821 2.0555 -1.3482 0.0003
C 1.1984 2.9970 -2.2995 0.0107
C 0.4595 2.4988 -3.3490 0.0050
C 0.1266 1.1859 -2.9873 0.0186
N 0.6207 0.9445 -1.7662 0.0616
C -0.5874 0.2056 -3.8740 0.0018
C 0.2336 -0.0147 -5.1544 0.0007
C -0.8862 -1.1303 -3.2016 0.0150
H 1.7505 -4.1488 -0.0453 0.0027
H 1.4315 -2.6799 -0.9749 0.0068
H 1.3747 -2.6703 0.8396 0.0090
H 3.8754 -3.1134 -0.8475 0.0013
H 3.5067 -2.9041 2.1784 0.0000
H 5.0601 -2.9954 1.3458 0.0000
H 3.9486 -4.3608 1.2719 0.0000
H 5.7304 -0.9231 -0.0902 -0.0001
H 4.9943 1.7160 -0.0819 0.0015
H 2.7714 3.1474 -0.0628 0.0000
H 1.7343 3.9505 2.0822 0.0008
H 0.3243 2.9777 4.2035 0.0006
H -0.1191 0.3385 4.7646 0.0001
H -2.5747 0.5713 2.9692 -0.0001
H -2.1168 1.7247 4.2311 0.0000
H -2.5583 0.0712 4.6672 0.0000
H -1.2086 -1.4438 2.5787 0.0021
H -0.7262 -1.8711 4.2091 0.0006
H 0.5185 -1.4778 3.0221 0.0041
H 1.6798 3.9543 -2.1822 0.0006
H 0.2193 2.9907 -4.2761 0.0007
H -1.5333 0.6709 -4.1651 0.0006
H 1.1505 -0.5616 -4.9280 0.0000
H 0.5045 0.9297 -5.6228 0.0000
H -0.3501 -0.5908 -5.8715 0.0001
H -0.0071 -1.4930 -2.6551 0.0071
H -1.1345 -1.8806 -3.9518 0.0013
H -1.7319 -1.0496 -2.5198 0.0016
F -2.4858 -4.7075 0.1420 0.0631
C -2.6157 -3.4162 0.1291 0.1514
C -1.4551 -2.6340 0.0485 0.0905
C -1.5334 -1.2564 0.0380 0.0771
C -2.8365 -0.6500 0.0750 0.2074
C -3.9768 -1.5022 0.1541 0.0930
F -5.1864 -0.9790 0.1929 0.0210
C -3.8910 -2.8634 0.1870 0.0427
C -2.9024 0.7870 0.0181 0.0462
C -4.0892 1.5487 0.0167 0.1265
C -4.0035 2.9266 -0.0563 -0.0096
C -2.7540 3.5189 -0.1147 0.1447
C -1.6189 2.6941 -0.0995 0.0390
N -1.6933 1.3854 -0.0425 0.1352
H -0.5164 -3.1689 -0.0024 0.0022
H -4.7787 -3.4789 0.2463 0.0003
H -5.0551 1.0750 0.0724 0.0055
H -4.9033 3.5265 -0.0660 -0.0029
H -2.6402 4.5929 -0.1693 0.0067
H -0.6282 3.1272 -0.1332 0.0010
```



# 2
ORCA calculation (ωB97M-V with the def2-TZVPD basis set) on a structure of composition C29H34BIMoN10O3.

Computed properties:
* spin multiplicity: 1
* total charge: +2
* lowest unoccupied orbital energy (spin up / spin down): -6.856 / -6.854 eV
* frontier orbital gap (spin up / spin down): 6.811 / 6.805 eV

```
79
Properties=species:S:1:pos:R:3:mulliken_charge:R:1
Mo 0.0977 -0.3522 -0.0839 -1.0190
C 0.1467 3.6179 -2.5753 -1.4408
C 1.1137 3.5153 -1.4317 0.7150
N 1.8385 4.5828 -1.1658 -0.5744
C 2.6929 4.5788 -0.1369 -1.1944
C 2.8725 3.5047 0.7031 1.0660
C 3.8635 3.5822 1.8389 -0.9873
O 3.2627 3.2751 3.0958 -0.4921
C 2.1156 2.3407 0.4416 0.6333
C 2.3612 1.1824 1.2588 -1.5980
N 1.8732 -0.0109 1.1404 1.5557
C 2.4624 -0.9569 2.0668 -1.4484
C 3.8419 -0.9618 2.2652 0.4958
C 4.4287 -1.8483 3.1541 -0.9285
C 3.6464 -2.7558 3.8510 -0.7818
C 2.2766 -2.7835 3.6421 -0.7229
C 1.7000 -1.8928 2.7513 0.7703
I -0.3411 -1.9964 2.4162 0.6785
C 1.2327 2.3430 -0.6439 0.1672
O 0.4855 1.2977 -0.9982 -0.3514
H 0.6651 3.9934 -3.4571 0.3743
H -0.6234 4.3515 -2.3305 0.3322
H -0.3376 2.6733 -2.8084 0.3727
H 3.2579 5.4929 0.0135 0.4286
H 4.3255 4.5693 1.8477 0.5059
H 4.6718 2.8636 1.6952 0.2833
H 2.9327 4.0864 3.4941 0.3196
H 3.0675 1.3343 2.0671 0.7735
H 4.4688 -0.2901 1.6916 0.5260
H 5.5019 -1.8349 3.2884 0.4516
H 4.0985 -3.4528 4.5435 0.4351
H 1.6615 -3.5014 4.1691 0.4939
C 2.2319 -4.0971 -0.7336 -1.4014
C 2.2241 -2.7659 -0.3587 -0.5679
N 0.9862 -2.2500 -0.4785 0.9910
N 0.1953 -3.2501 -0.9440 0.0985
C 0.9216 -4.3579 -1.1070 -0.1753
B -1.1176 -2.8777 -1.6615 0.3137
N -2.1303 -2.2782 -0.6642 -0.2650
C -3.3099 -2.7366 -0.2623 -0.1680
C -3.8923 -1.7954 0.5846 -1.3081
C -2.9821 -0.7589 0.6260 -0.5754
N -1.9065 -1.0473 -0.1429 0.9028
N -0.7300 -1.7575 -2.6511 -0.6077
C -0.7679 -1.7323 -3.9826 -0.0220
C -0.1490 -0.5714 -4.4326 -1.5588
C 0.2468 0.0819 -3.2830 -0.7789
N -0.1117 -0.6375 -2.1974 1.1735
H 3.0698 -4.7731 -0.7477 0.4742
H 3.0466 -2.1605 -0.0236 0.6968
H 0.4647 -5.2544 -1.4972 0.5126
H -1.5818 -3.8298 -2.2114 -0.0671
H -3.6727 -3.6915 -0.6109 0.5144
H -4.8518 -1.8555 1.0704 0.5132
H -3.0395 0.1703 1.1626 0.5231
H -1.2218 -2.5466 -4.5253 0.4883
H -0.0036 -0.2538 -5.4505 0.4470
H 0.7766 1.0097 -3.1793 0.9845
C -0.2325 1.3247 3.9783 -0.9399
N -1.2502 2.0428 3.2213 0.2823
C -2.1163 2.9377 3.9962 -0.5786
C -2.6017 4.0733 3.1271 -0.7243
C -3.2602 3.4936 1.8984 -0.7350
N -2.3701 2.5272 1.2375 0.2486
C -2.5239 2.4516 -0.2106 -0.8563
C -1.4233 1.8379 1.9027 -0.2202
O -0.6713 1.0142 1.3042 0.7581
H 0.2824 2.0287 4.6312 0.4146
H 0.4902 0.8818 3.3055 0.1839
H -0.6794 0.5417 4.5936 0.2413
H -1.5307 3.3100 4.8349 0.3728
H -2.9566 2.3718 4.4090 0.2826
H -1.7597 4.7062 2.8377 0.2863
H -3.3120 4.6907 3.6750 0.3945
H -3.4867 4.2740 1.1733 0.3820
H -4.2016 2.9989 2.1531 0.3145
H -2.2080 3.3917 -0.6643 0.3989
H -3.5737 2.2853 -0.4550 0.3596
H -1.9316 1.6472 -0.6288 0.1567
```



# 3
ORCA calculation (ωB97M-V with the def2-TZVPD basis set) on a structure of composition C29H34Cl3N4O4PPb in a non-equilibrium geometry.

Computed properties:
* spin multiplicity: 1
* lowest unoccupied orbital energy: 0.020 eV
* frontier orbital gap: 7.556 eV

```
76
Properties=species:S:1:pos:R:3:mulliken_charge:R:1
Pb -0.6404 -1.6777 -1.2074 1.3358
C 1.8940 -1.3420 2.3520 -0.9370
C 2.8587 -1.7152 1.1246 0.8008
C 4.1801 -1.1638 1.5347 -1.8690
P 1.9957 -1.2406 -0.4065 0.2624
C 2.9492 -1.9283 -1.8031 0.6665
C 4.4584 -1.7538 -1.8495 -1.4639
C 2.4220 -1.3001 -3.1140 -1.6169
C 1.9431 0.5380 -0.7268 0.5260
C 3.1647 1.2710 -0.6584 -0.6305
C 3.2444 2.5807 -0.9673 -0.0168
C 4.4567 3.4507 -0.8672 -1.7475
C 2.0527 3.2038 -1.3292 -0.8401
C 0.8065 2.6123 -1.3154 -0.7305
C 0.7409 1.2162 -0.9607 0.9913
N -0.4799 0.5866 -0.8959 -0.4384
C -1.5721 1.4870 -0.6265 0.0665
C -2.4280 1.9647 -1.6497 0.6386
C -2.2544 1.5728 -3.0624 -1.5404
C -3.3744 2.9349 -1.3343 -0.9338
C -3.5247 3.4438 -0.0385 0.5931
C -4.4971 4.5345 0.2629 -1.6093
C -2.7316 2.9161 0.8936 -0.7904
C -1.6661 2.0639 0.6487 1.6078
C -0.7279 1.5887 1.7677 -1.4379
H 2.3977 -1.2919 3.3445 0.4214
H 0.9814 -1.9514 2.3850 -0.0228
H 1.5351 -0.3438 2.0769 0.1470
H 2.9465 -2.7925 1.0562 0.5493
H 4.1178 -0.1290 1.8194 0.4106
H 4.9330 -1.2052 0.7461 0.3075
H 4.5523 -1.6563 2.3809 0.5521
H 2.7293 -3.0148 -1.9522 0.3886
H 4.8212 -0.7173 -1.9846 0.1943
H 4.8376 -2.4159 -2.7213 0.4465
H 4.8994 -2.2177 -0.9878 0.4121
H 2.5879 -0.2314 -3.2092 0.2428
H 1.3331 -1.4366 -3.2450 0.2105
H 2.9634 -1.7906 -3.8902 0.6085
H 4.0804 0.7791 -0.3716 0.2363
H 5.3788 2.8758 -0.5766 0.3504
H 4.3780 4.2133 -0.0440 0.3270
H 4.6117 3.9677 -1.8498 0.3490
H 2.1430 4.2119 -1.6905 0.3946
H -0.1263 3.2319 -1.3712 0.2334
H -1.1895 1.7758 -3.3706 0.1919
H -2.9871 2.0697 -3.7005 0.4715
H -2.3002 0.5086 -3.2377 0.1884
H -3.9675 3.3681 -2.1417 0.3182
H -5.1514 4.6195 -0.6171 0.3980
H -4.0069 5.4805 0.3443 0.2866
H -5.0155 4.4336 1.2082 0.3894
H -2.6841 3.2947 1.9156 0.3754
H -1.0462 1.9947 2.6761 0.7429
H 0.2441 2.0238 1.5009 0.2708
H -0.6399 0.4816 1.8812 -0.1802
O -3.0885 -1.7243 4.4571 -0.5706
C -3.9948 -1.0455 3.7800 0.4250
O -4.8513 -0.3294 4.2758 -0.6343
C -3.8652 -1.1686 2.2778 0.2063
C -4.6526 -0.3434 1.4692 -0.5901
N -4.0681 -0.4059 0.2271 -0.2068
N -3.0112 -1.1598 0.2182 -0.1907
C -2.8275 -1.6263 1.4302 -0.2011
C -1.5788 -2.3929 1.7379 0.9787
O -1.3570 -2.7100 2.9377 -0.8856
O -0.7935 -2.6665 0.8177 -0.6165
H -2.3807 -2.0725 3.8504 0.4630
H -5.3820 0.3798 1.7850 0.5048
H -4.3600 0.1875 -0.5506 0.2937
Cl -0.9570 -5.9524 1.8022 -0.0664
C -1.0609 -6.3027 0.0680 0.6936
Cl -1.1403 -8.0383 -0.1956 -0.1016
Cl -2.4749 -5.5260 -0.7452 -0.1029
C 0.1449 -5.7701 -0.6162 -0.0910
N 1.0721 -5.3126 -1.1718 -0.4060
```



no.,electronic energy (hartree)
1,-1823.44890
2,-2289.16517
3,-3560.24347